Record 1
Below is 2 unconnected molecules or ions with the total composition C3H11N2O, with properties calculated with the ωB97M-V functional and the def2-TZVPD basis.

Calculated values
Spin multiplicity: 1
Energy in eV: -8307.0303
Energy above the lowest of the compared OMol25 structures with the same formula, charge and spin in kcal/mol: 109.8
E_HOMO (alpha / beta) in Eh: -0.559 / -0.558
Lowest unoccupied orbital energy (alpha / beta) in eV: -5.5 / -5.3
Total charge: +1

The geometry in XYZ format:
```
17
Properties=species:S:1:pos:R:3:mulliken_charge:R:1
C -1.45904 -1.09627 0.13035 -1.2022
C -0.15002 0.80986 1.23257 -1.3635
C -0.18881 -0.20586 0.06664 0.7513
N 2.60891 0.04533 -0.13844 -0.3375
N -0.48075 0.61595 -1.27327 -0.3455
O 0.92706 -0.92585 -0.19161 -0.5580
H -1.40650 -1.85076 -0.63732 0.4182
H -1.47732 -1.55520 1.17594 0.3445
H -2.27767 -0.40331 -0.05497 0.4229
H 0.65456 1.50500 1.04084 0.4174
H -1.12324 1.39432 1.10983 0.3563
H -0.09907 0.21746 2.04317 0.4686
H 2.97447 -0.24648 0.80389 0.3028
H 3.10879 -0.53016 -0.74359 0.2793
H -0.45261 -0.16758 -1.95593 0.3769
H 0.21993 1.26657 -1.46949 0.3124
H -1.37867 1.12701 -1.13862 0.3562
```

=====

Record 2
Below is 9 unconnected molecules or ions with the total composition C30H69Br12N3O6, with properties calculated with the ωB97M-V functional and the def2-TZVPD basis.

Calculated values
Spin multiplicity: 1
Energy in eV: -889487.3392
E_HOMO in Eh: -0.310
Lowest unoccupied orbital energy in eV: -0.1
SMILES: COCCNCCOC.COCCNCCOC.COCCNCCOC.BrCCBr.BrCCBr.BrCCBr.BrCCBr.BrCCBr.BrCCBr

The geometry in XYZ format:
```
120
Properties=species:S:1:pos:R:3:mulliken_charge:R:1
C -5.01699 -1.59281 -2.85925 -0.7366
O -5.66180 -2.43627 -1.90158 -0.1915
C -6.88460 -1.92863 -1.46265 -0.8151
C -7.72023 -2.94678 -0.59669 -0.4940
N -8.09924 -4.00880 -1.56429 -0.4884
C -8.26887 -5.26580 -0.84510 -0.5380
C -8.80175 -6.56655 -1.67466 -0.7507
O -7.75970 -6.97914 -2.48182 -0.2072
C -8.18782 -8.07644 -3.29717 -0.8213
H -4.19585 -2.18799 -3.25875 0.2183
H -4.70887 -0.65385 -2.39936 0.2883
H -5.74648 -1.43543 -3.65372 0.3273
H -7.49867 -1.78541 -2.35176 0.4179
H -6.67372 -1.00640 -0.92125 0.4563
H -8.58685 -2.45969 -0.14969 0.3545
H -6.91391 -3.30386 0.04398 0.3172
H -7.33934 -4.18392 -2.20615 0.3115
H -9.06176 -5.08562 -0.11918 0.3854
H -7.26253 -5.58299 -0.57169 0.2596
H -9.64349 -6.33262 -2.32648 0.4094
H -9.26150 -7.27532 -0.98591 0.4220
H -9.14273 -7.97552 -3.81298 0.3240
H -8.14001 -8.96995 -2.67470 0.3145
H -7.48907 -8.07830 -4.13374 0.2413
C 4.12895 8.74209 5.32036 -0.7405
O 3.37619 7.57174 5.77209 -0.3762
C 3.19073 6.66835 4.65454 -0.3531
C 2.41784 5.47939 5.12171 -0.9472
N 3.15787 4.65072 6.06293 -0.2352
C 4.48775 4.27363 5.70487 -0.7601
C 4.68282 3.47754 4.44798 -0.5860
O 4.55368 4.14205 3.20252 -0.2518
C 4.79233 3.35810 2.04584 -0.7169
H 5.19936 8.70520 5.52271 0.2559
H 3.67987 9.53192 5.92250 0.2597
H 3.99984 8.99340 4.26762 0.3312
H 4.09405 6.34644 4.13639 0.3867
H 2.61349 7.10399 3.83899 0.4176
H 2.38488 4.83281 4.24482 0.2963
H 1.43661 5.81262 5.45971 0.4588
H 3.10844 5.11414 6.95897 0.2700
H 4.78047 3.58955 6.50140 0.4041
H 5.16058 5.12348 5.81969 0.3185
H 3.99378 2.63312 4.43150 0.3311
H 5.63746 2.95438 4.50350 0.4773
H 5.74099 2.82295 2.00403 0.2876
H 4.72743 4.17293 1.32477 0.2323
H 4.00222 2.62469 1.88480 0.2446
C -0.20663 0.97257 3.09000 -0.5556
O 0.16877 -0.40466 3.13012 -0.3908
C -0.68920 -1.31277 3.87807 -0.7027
C -0.64289 -0.97844 5.36695 -0.5894
N 0.83244 -0.99704 5.74733 -0.4743
C 1.25036 0.02341 6.79197 -0.4251
C 0.44258 0.03865 8.11045 -0.5657
O 0.70571 1.07611 8.98358 -0.3693
C 1.99405 1.19524 9.45428 -0.5956
H 0.63173 1.51711 2.65557 0.1777
H -0.24888 1.34266 4.11437 0.2212
H -1.14565 1.18440 2.57865 0.2977
H -0.28702 -2.31658 3.74131 0.3371
H -1.72369 -1.29527 3.53510 0.3825
H -1.26192 -1.59567 6.01805 0.4240
H -1.04187 0.02866 5.48808 0.3145
H 1.19171 -0.80455 4.82322 0.3864
H 1.15701 1.06819 6.49563 0.3815
H 2.29107 -0.13187 7.07644 0.3493
H 0.54247 -0.89453 8.66477 0.3721
H -0.61263 0.09100 7.84235 0.2622
H 2.02623 2.05974 10.11737 0.2447
H 2.71653 1.34853 8.65265 0.2013
H 2.26176 0.32174 10.04877 0.3108
Br 0.46548 1.58717 -3.19580 -0.1615
C 1.02885 -0.32074 -3.35943 -0.6006
C 0.87847 -1.12396 -2.10221 -0.5938
Br 1.26202 -3.08724 -2.47772 -0.1465
H 2.06516 -0.41717 -3.68327 0.3543
H 0.43866 -0.75435 -4.16674 0.3805
H -0.13889 -1.06387 -1.71563 0.3785
H 1.56229 -0.78693 -1.32318 0.3920
Br 10.12243 2.43007 -7.48921 -0.1607
C 8.42607 1.81931 -6.61637 -0.7649
C 7.84229 2.56681 -5.50985 -0.3323
Br 5.98239 2.00630 -5.28447 -0.1383
H 8.58051 0.78492 -6.30933 0.3726
H 7.69608 1.69968 -7.41693 0.3677
H 7.82056 3.58446 -5.89975 0.3273
H 8.44836 2.39754 -4.61983 0.3283
Br 4.30031 -5.68343 -6.06459 -0.1572
C 5.39385 -4.83875 -4.72192 -0.5035
C 5.71016 -3.42309 -5.21524 -0.6973
Br 6.89943 -2.58075 -3.76449 -0.1801
H 6.27489 -5.42072 -4.45139 0.4031
H 4.84393 -4.69562 -3.79175 0.3434
H 4.88553 -2.73877 -5.41469 0.4004
H 6.34468 -3.38157 -6.10053 0.3911
Br -2.57292 -6.80683 -2.95414 -0.1847
C -3.78168 -6.46109 -1.35321 -0.4880
C -2.92752 -5.67575 -0.34066 -0.5252
Br -3.58965 -5.70853 1.50777 -0.1693
H -4.12600 -7.39319 -0.90516 0.4179
H -4.63358 -5.92689 -1.77390 0.1956
H -2.80185 -4.63652 -0.64446 0.3346
H -1.95808 -6.17391 -0.35137 0.4153
Br 0.82306 -0.74204 -8.45944 -0.1582
C 2.49781 0.22477 -8.76215 -0.6023
C 2.26484 1.53295 -9.56621 -0.5279
Br 4.00946 2.50546 -9.59521 -0.1572
H 3.32557 -0.37980 -9.13283 0.4171
H 2.82198 0.55557 -7.77545 0.2774
H 1.50023 2.13568 -9.07614 0.3902
H 2.00863 1.28930 -10.59727 0.3595
Br -6.22660 3.53577 -3.65569 -0.1768
C -5.24092 4.40513 -2.11650 -0.6746
C -4.12456 5.34608 -2.63482 -0.4817
Br -3.41361 6.28518 -1.04635 -0.1577
H -4.84337 3.58963 -1.51233 0.3849
H -5.97662 4.86636 -1.45762 0.3996
H -4.53064 6.06587 -3.34553 0.3600
H -3.27135 4.86374 -3.11177 0.3453
```

=====

Record 3
Below is C16H22N2O in the gas phase, with properties calculated with the ωB97M-V functional and the def2-TZVPD basis.

Calculated values
Spin multiplicity: 1
Energy in eV: -21976.7180
Energy above the lowest of the compared OMol25 structures with the same formula, charge and spin in kcal/mol: 37.9
E_HOMO in Eh: -0.307
Lowest unoccupied orbital energy in eV: 0.8
SMILES: CCc1ccc(OCCCCCn2ccnc2)cc1

The geometry in XYZ format:
```
41
Properties=species:S:1:pos:R:3:mulliken_charge:R:1
C 4.47445 2.15584 2.89838 -1.0656
C 4.02724 0.84423 3.54702 -0.9796
C 2.89966 0.22658 2.76996 0.5101
C 3.14804 -0.65891 1.73318 -0.9125
C 2.12060 -1.20316 0.98077 -0.2887
C 0.80243 -0.86309 1.26017 0.8613
O -0.30033 -1.34136 0.61321 -0.5148
C -0.14447 -2.14429 -0.53721 -0.8554
C 0.29183 -1.36291 -1.78217 -0.6223
C -0.83404 -0.53055 -2.39503 -0.6502
C -1.28036 0.61492 -1.48905 -0.0817
C -2.43715 1.41016 -2.10277 -1.1634
N -3.61493 0.59935 -2.24970 0.2559
C -4.43424 0.17343 -1.24241 -0.2254
C -5.37220 -0.62528 -1.82953 -0.5434
N -5.14450 -0.70230 -3.16642 -0.6675
C -4.09031 0.03398 -3.38353 -0.0072
C 0.54448 0.02945 2.30140 -0.5444
C 1.57791 0.56288 3.04074 -0.5039
H 3.64728 2.86133 2.86364 0.3204
H 5.28936 2.60288 3.46321 0.3580
H 4.81398 1.97738 1.88046 0.3196
H 4.87307 0.15467 3.58319 0.3504
H 3.70462 1.04197 4.57123 0.3535
H 4.16698 -0.93740 1.50351 0.3437
H 2.36545 -1.89291 0.18806 0.3762
H -1.13413 -2.58022 -0.70264 0.4353
H 0.55877 -2.96243 -0.33704 0.3765
H 0.64370 -2.08242 -2.52407 0.4122
H 1.12559 -0.70750 -1.52154 0.4448
H -1.68526 -1.18304 -2.60403 0.2861
H -0.48768 -0.12066 -3.34778 0.3070
H -1.59557 0.21407 -0.52553 0.2187
H -0.44285 1.29347 -1.31393 0.3265
H -2.67371 2.26694 -1.46318 0.3706
H -2.15546 1.78155 -3.09231 0.4046
H -4.28716 0.47214 -0.22490 0.4151
H -6.19346 -1.14552 -1.37912 0.4161
H -3.64194 0.19297 -4.34451 0.3764
H -0.48201 0.28359 2.51557 0.4300
H 1.35634 1.25013 3.84467 0.3569
```